Density functional theory data (the ωB97M-V functional and the def2-TZVPD basis) for a molecular structure, ClMg.

Last column: Löwdin charge in e.
Geometry (Å):
Mg1 -0.827 0.725 -0.441  1.44
Cl1 0.827 -0.725 0.441  0.56

Its multiplicity is 2. Its largest force on an atom is 0.24 eV/Å. The calculation puts the energy at -17943.82434 eV. As for the charge: +2. As for the LUMO energy (alpha / beta): -0.51933 / -0.59732 Eh.